1.
ORCA calculation (ωB97M-V with the def2-TZVPD basis set) on an isolated ion of composition C2H6NO and charge -1.

The geometry in XYZ format:
```
10
Properties=species:S:1:pos:R:3:forces:R:3:lowdin_charge:R:1
C 0.0581 -0.2808 -1.2106 0.505 -1.593 -0.826 -0.240
N 0.5822 -0.4272 0.1314 0.455 0.352 0.207 -0.189
C -0.0348 0.5941 1.0377 -0.019 -2.603 3.426 -0.606
O -1.2201 0.1014 1.4391 -0.408 0.531 0.227 -0.395
H -1.0415 -0.1728 -1.2156 0.160 0.029 -0.122 0.049
H 0.3289 -1.3132 -1.6743 -0.509 1.931 -0.190 0.073
H 0.5171 0.6111 -1.7733 -0.409 -1.434 0.747 0.070
H 0.2094 -1.3235 0.5861 0.422 1.846 -1.060 0.103
H -0.1662 1.6273 0.7273 0.785 0.407 -1.142 0.061
H 0.7671 0.5836 1.9521 -0.983 0.534 -1.267 0.073
```
Forces are in eV/Å.

Its lowest unoccupied orbital energy is 4.7422 eV. The SMILES is CNC[O-]. As for the relative energy (zero: lowest compared OMol25 entry of this formula, charge and spin): 0.853 eV. The calculation puts the total energy at -209.74618 a.u. The total charge is -1.

2.
ORCA calculation (ωB97M-V with the def2-TZVPD basis set) on a 2-piece molecular cluster, C3H7ClO2 overall.

The geometry in XYZ format:
```
13
Properties=species:S:1:pos:R:3:forces:R:3:lowdin_charge:R:1
C 0.7309 1.1064 0.5413 -2.233 -1.091 1.731 -0.037
C 0.5632 -1.2202 -0.3990 -0.867 -0.178 -1.547 -0.056
C 0.1228 0.2379 -0.5697 1.553 0.133 2.386 -0.520
O -1.1982 0.5550 -0.7705 -1.605 -1.189 2.082 -0.050
O -1.9772 0.2363 0.8468 2.976 1.418 -2.136 -0.655
Cl -3.3004 -0.5322 0.5371 -1.666 -0.971 -0.467 0.703
H 1.4560 1.7808 0.2484 1.612 1.286 -0.927 0.040
H -0.1257 1.7320 0.9591 1.309 -0.991 -0.008 0.103
H 1.1925 0.3774 1.2565 -0.578 1.123 -0.047 0.093
H 0.3307 -1.7032 0.5160 -0.435 0.003 1.188 0.061
H 1.6538 -1.3845 -0.5591 -0.857 0.378 -0.278 0.100
H -0.0744 -1.6941 -1.1539 0.658 -0.710 -0.135 0.084
H 0.6259 0.5083 -1.4529 0.134 0.790 -1.843 0.135
```
Forces are in eV/Å.

Its lowest unoccupied orbital energy (alpha / beta) is -1.6727 / -1.6682 eV. As for the relative energy (zero: lowest compared OMol25 entry of this formula, charge and spin): 6.337 eV. The calculation puts the total energy at -728.95837 a.u. The total charge is 0.

3.
ORCA calculation (ωB97M-V with the def2-TZVPD basis set) on a 5-piece molecular cluster, C12H27BINO11P2 overall.

The geometry in XYZ format:
```
55
Properties=species:S:1:pos:R:3:forces:R:3:lowdin_charge:R:1
C 4.3229 -2.2595 1.5838 0.823 2.030 0.476 -0.311
P 3.5378 -1.9995 -0.1567 0.142 -1.023 -1.327 0.908
O 4.6079 -0.9788 -1.0916 0.544 -1.983 1.602 -0.383
C 1.8781 -1.0662 -0.0722 -1.727 3.549 1.873 -0.221
C 1.5584 -0.0155 0.9286 -0.091 -2.586 -2.644 -0.102
C 2.7272 0.7620 1.7722 -1.464 1.136 0.850 -0.161
P 3.9365 1.7813 0.6144 0.326 1.991 -4.288 0.755
O 3.4648 1.8854 -0.8905 1.642 -0.743 5.198 -0.376
O 5.6123 1.2129 0.7585 -2.732 1.291 -1.471 -0.262
O 3.9842 3.4481 1.2278 0.998 -2.966 -1.109 -0.244
C -0.0680 0.2870 1.1784 -0.443 1.769 4.065 -0.131
O -0.4258 0.9265 2.3075 1.828 -3.633 -6.859 -0.031
C -1.2098 -0.2984 0.1533 1.691 -1.384 -3.044 -0.043
B -2.8115 -0.0285 0.4588 -1.465 0.435 0.689 -0.472
N -3.5737 -1.2238 1.0885 -0.179 1.951 -0.701 0.083
O -3.4964 1.2585 0.2014 3.108 -1.662 1.242 0.041
C -0.8619 -1.0852 -1.0777 1.624 2.169 4.495 -0.468
I -2.3497 -1.7858 -2.5485 1.592 0.659 1.378 0.942
C 0.7495 -1.4545 -1.2475 1.254 -2.068 -5.636 -0.212
O 1.1418 -1.9915 -2.4458 -2.337 3.438 8.140 -0.087
H 4.8730 -1.2353 1.8531 -1.200 -2.308 -0.049 0.028
H 3.4897 -2.5337 2.3583 1.691 0.480 -1.430 0.064
H 5.1743 -3.0709 1.5206 -2.038 1.431 -0.084 0.061
H 5.4391 -1.5599 -1.1760 -1.792 1.222 -0.022 0.075
H 3.2928 0.1323 2.5657 -0.856 0.936 -1.572 0.071
H 2.1602 1.6225 2.3842 1.229 -1.862 -1.327 0.120
H 5.9883 1.2596 -0.1871 -1.109 -0.209 1.839 0.092
H 4.6596 3.9302 0.6603 -1.174 -0.947 0.840 0.081
H -4.3163 -1.5699 0.4333 0.810 0.433 0.992 0.065
H -4.0333 -0.9180 1.9923 0.455 -0.389 -1.581 0.086
H -2.8025 1.9794 0.2921 -1.049 -1.141 -0.608 0.117
C 4.5795 -0.3421 5.5342 0.065 0.144 0.173 -0.153
O 5.0907 -0.1073 4.2351 0.302 0.392 -0.373 -0.155
H 3.8954 -1.1931 5.4985 0.132 0.125 -0.084 0.081
H 5.4034 -0.5681 6.2157 -0.178 -0.057 0.179 0.078
H 4.0392 0.5428 5.8797 -0.081 -0.131 0.224 0.079
H 5.6940 0.6526 4.2983 -0.299 -0.433 -0.183 0.092
C -4.0707 4.0362 2.4625 -0.046 -0.240 -0.172 -0.169
O -5.1099 3.3899 1.7508 -0.028 -0.217 -0.280 -0.131
H -4.5079 4.7818 3.1307 0.018 -0.131 -0.140 0.079
H -3.5193 3.3001 3.0526 0.193 0.170 0.144 0.075
H -3.3983 4.5315 1.7576 0.188 0.168 0.182 0.074
H -4.6918 2.7346 1.1667 -0.407 0.148 0.273 0.037
C -4.2827 -4.5355 -5.3003 -0.026 -0.207 0.112 -0.161
O -4.5291 -3.2150 -4.8532 -0.144 0.485 0.588 -0.189
H -3.7575 -4.4945 -6.2574 -0.097 0.101 0.184 0.084
H -3.6622 -5.0591 -4.5688 0.025 -0.210 -0.162 0.077
H -5.2324 -5.0604 -5.4304 0.122 -0.182 -0.096 0.079
H -4.9956 -3.2835 -4.0028 0.154 0.108 -0.517 0.068
C -3.7389 1.6969 -4.8606 0.073 -0.169 -0.071 -0.170
O -4.9053 1.0035 -5.2646 -0.143 -0.479 -0.204 -0.134
H -4.0261 2.6716 -4.4592 -0.052 -0.183 -0.085 0.081
H -3.2231 1.1239 -4.0862 0.203 0.196 0.050 0.037
H -3.0818 1.8393 -5.7221 0.190 0.153 0.140 0.077
H -4.6191 0.1433 -5.6161 -0.264 0.435 0.193 0.076
```
Forces are in eV/Å.

Its lowest unoccupied orbital energy is -2.1926 eV. The SMILES is CP(O)C1=C(CP(=O)(O)O)C(=O)C(B(N)O)=C(I)C1=O.CO.CO.CO.CO. The calculation puts the total energy at -2360.88327 a.u. The total charge is 0.

4.
ORCA calculation (ωB97M-V with the def2-TZVPD basis set) on C26H27N4O2SSn as an isolated structure.

The geometry in XYZ format:
```
61
Properties=species:S:1:pos:R:3:forces:R:3:lowdin_charge:R:1
Sn 0.7092 1.4845 -0.6248 -0.386 -0.072 0.521 1.346
C -1.7874 2.7103 -3.1695 -0.084 0.027 -0.026 -0.016
C -1.6882 2.8031 -1.6704 0.273 -0.085 -0.179 -0.340
C -0.9679 3.8384 -1.0573 0.130 0.168 -0.016 -0.113
C -0.8725 3.9346 0.3296 -0.014 0.087 -0.024 -0.109
C -1.4914 2.9874 1.1383 0.004 0.022 0.010 -0.088
C -2.2273 1.9640 0.5472 -0.051 -0.019 0.039 -0.095
C -2.3236 1.8699 -0.8373 0.082 -0.026 0.044 -0.077
H -1.0725 1.9924 -3.5818 -0.015 0.010 0.018 0.081
H -1.5864 3.6729 -3.6348 -0.004 0.008 -0.002 0.099
H -2.7825 2.3871 -3.4716 -0.011 0.004 -0.001 0.101
H -0.5042 4.5988 -1.6751 -0.017 -0.006 -0.024 0.136
H -0.3441 4.7678 0.7752 0.017 -0.009 -0.007 0.130
H -1.4460 3.0771 2.2151 0.005 -0.015 0.013 0.128
H -2.7785 1.2717 1.1721 0.044 -0.028 -0.004 0.119
H -2.9449 1.1048 -1.2855 0.001 -0.061 -0.024 0.126
C 3.1252 1.7911 2.4070 -0.016 0.136 0.131 -0.008
O 1.8978 1.0276 2.3882 0.020 -0.324 -0.173 -0.108
C 1.8782 -0.1375 3.0298 0.096 0.268 0.064 -0.187
C 2.8776 -0.5792 3.8902 0.036 -0.110 -0.013 0.031
C 2.8063 -1.8538 4.4222 0.060 0.142 -0.050 0.041
C 1.7521 -2.7437 4.1277 -0.172 -0.004 -0.140 -0.013
C 0.7446 -2.3227 3.3180 0.062 -0.068 0.121 0.043
C 0.7651 -1.0022 2.7745 -0.336 0.135 -0.081 -0.147
N -0.2666 -0.4764 2.0941 0.380 -0.416 -0.001 0.194
N -1.2688 -1.1783 1.8421 -0.162 0.294 0.387 0.155
C -1.8957 -1.5604 0.8078 0.132 0.014 -0.350 -0.071
C -1.2046 -1.3047 -0.5252 -0.143 0.069 -0.048 -0.285
O -0.1149 -0.6953 -0.4937 0.053 -0.062 -0.070 -0.177
C -1.8877 -1.7004 -1.7023 0.148 0.057 0.144 0.020
C -3.1010 -2.3078 -1.6039 -0.100 -0.029 0.053 0.080
C -3.7966 -2.5525 -0.3641 0.034 -0.029 -0.069 -0.157
C -5.0325 -3.1909 -0.3671 -0.044 0.012 0.081 0.032
C -5.6862 -3.4483 0.8340 0.014 0.037 -0.044 -0.001
C -5.1165 -3.0548 2.0352 0.037 0.019 -0.040 -0.004
C -3.8782 -2.4166 2.0533 -0.041 0.019 -0.039 0.020
C -3.2194 -2.1632 0.8601 0.001 -0.164 -0.010 -0.107
H 3.9784 1.1368 2.2363 0.001 0.028 -0.007 0.110
H 3.2198 2.3226 3.3522 0.042 -0.021 -0.002 0.120
H 3.0417 2.5078 1.5936 -0.026 0.020 0.069 0.088
H 3.7064 0.0573 4.1538 0.046 0.039 -0.002 0.129
H 3.5908 -2.1729 5.0960 0.005 -0.014 0.033 0.141
H 1.7285 -3.7263 4.5755 0.016 -0.007 0.016 0.134
H -0.1234 -2.9423 3.1381 -0.008 -0.034 -0.014 0.130
H -1.4123 -1.5205 -2.6562 0.012 -0.024 -0.018 0.136
H -3.5938 -2.6301 -2.5146 -0.018 -0.001 -0.008 0.147
H -5.4835 -3.4851 -1.3054 0.003 -0.031 -0.020 0.136
H -6.6400 -3.9565 0.8282 -0.026 0.005 0.002 0.132
H -5.6311 -3.2493 2.9658 -0.002 -0.008 0.016 0.130
H -3.4321 -2.1289 2.9957 0.017 -0.004 0.038 0.126
C 5.4907 -0.3144 -4.4725 -0.022 0.014 -0.034 -0.017
N 4.1804 -0.0138 -3.8926 0.002 -0.011 0.073 -0.015
C 3.8933 1.1012 -3.2609 0.012 -0.054 0.177 -0.776
N 4.7976 2.0563 -3.1162 0.032 -0.039 0.023 0.164
S 2.2747 1.3549 -2.6524 -0.132 0.116 -0.511 0.502
H 5.4278 -1.2761 -4.9715 0.021 0.013 0.007 0.107
H 6.2488 -0.3712 -3.6906 0.004 -0.004 -0.020 0.106
H 5.7630 0.4395 -5.2118 0.000 -0.008 -0.010 0.107
H 3.4394 -0.6912 -3.9837 0.013 0.021 0.019 0.141
H 5.7291 1.9695 -3.4962 -0.021 0.018 -0.032 0.127
H 4.5358 2.9379 -2.7082 -0.005 -0.013 0.007 0.120
```
Forces are in eV/Å.

Its lowest unoccupied orbital energy is -10.4946 eV. As for the relative energy (zero: lowest compared OMol25 entry of this formula, charge and spin): 0.995 eV. The calculation puts the total energy at -1987.97272 a.u. The total charge is +3.

5.
ORCA calculation (ωB97M-V with the def2-TZVPD basis set) on a 2-piece molecular cluster, C2H9N2O2PS overall.

The geometry in XYZ format:
```
17
Properties=species:S:1:pos:R:3:forces:R:3:lowdin_charge:R:1
C -1.8708 0.7092 -0.8969 1.136 -3.871 -4.135 -0.094
C -1.1032 -1.7710 2.1913 -2.045 -3.484 -3.871 -0.147
N 2.4855 1.1854 -1.3769 -1.759 0.810 -0.178 -0.167
N 1.9142 2.2022 -0.8558 -1.905 -0.496 -2.061 0.034
O -0.7518 -0.2362 -0.8156 -1.088 0.740 -0.863 -0.497
O -0.1863 -1.8062 1.0599 0.112 0.836 0.919 -0.499
P 0.2978 -0.3520 0.4130 -0.418 -0.274 0.452 0.409
S 1.8595 -1.0741 -0.6748 0.694 -0.793 0.124 0.336
H -2.5219 0.2641 -1.7736 1.081 1.208 1.947 0.135
H -1.5187 1.6533 -1.0989 0.843 2.202 -0.868 0.040
H -2.3272 0.7310 -0.0137 -2.422 -0.069 3.498 0.014
H -0.7034 -1.4953 3.0972 0.746 1.960 1.785 0.038
H -1.2403 -2.8728 2.3793 -0.141 0.799 -0.228 0.090
H -2.1368 -1.4648 1.7773 1.616 0.294 1.375 0.109
H 3.3946 0.9312 -1.0558 0.745 -0.732 -0.473 0.080
H 1.9381 0.7094 -2.1370 1.310 0.443 1.010 0.087
H 2.4707 2.6867 -0.2189 1.497 0.427 1.566 0.031
```
Forces are in eV/Å.

Its lowest unoccupied orbital energy (alpha / beta) is -0.1351 / -1.0926 eV. As for the relative energy (zero: lowest compared OMol25 entry of this formula, charge and spin): 0.000 eV. The calculation puts the total energy at -1081.00458 a.u. The total charge is 0.

6.
ORCA calculation (ωB97M-V with the def2-TZVPD basis set) on one molecule with the formula C21H26N4OS.

The geometry in XYZ format:
```
53
Properties=species:S:1:pos:R:3:forces:R:3:lowdin_charge:R:1
C -1.4072 -0.3402 2.0937 0.042 -0.320 -0.063 -0.076
C -1.5927 -1.6985 1.4229 -0.003 0.207 0.125 -0.257
N -2.8502 -1.7800 0.7062 0.055 -0.059 0.036 -0.200
C -3.3670 -3.1214 0.5444 0.098 -0.224 -0.128 -0.254
C -2.4955 -4.0771 -0.2821 -0.191 0.249 0.187 -0.085
C -2.9176 -0.9492 -0.4839 -0.376 0.280 0.271 -0.202
C -3.9077 0.2078 -0.2812 0.250 0.107 -0.370 -0.149
C -3.7347 1.3205 -1.3192 -0.375 -0.035 0.158 -0.175
N -2.4803 2.0084 -1.1415 0.200 -0.333 -0.153 0.067
C -2.3650 3.2006 -0.5188 -0.021 -0.136 -0.203 -0.456
O -3.2931 3.9426 -0.2629 -0.113 0.204 0.139 0.068
C -0.9525 3.5174 -0.1855 0.336 1.000 0.486 -0.293
C -0.5075 4.7145 0.2770 -0.113 -0.338 -0.160 -0.333
S 1.1838 4.6546 0.5995 -0.263 -0.655 -0.238 1.048
C 1.1598 2.9528 0.0779 -0.275 1.152 0.259 -0.578
N 2.3214 2.2667 0.1137 0.892 0.106 0.185 0.070
C 2.5596 0.9320 -0.1967 -0.364 -0.462 -0.179 -0.165
C 1.5347 0.0859 -0.5558 -0.022 0.364 0.108 -0.018
C 1.7823 -1.2551 -0.8609 0.430 -0.328 -0.026 -0.075
C 3.0513 -1.7572 -0.8039 -0.323 -0.097 -0.073 -0.042
C 4.1304 -0.9252 -0.4423 -0.103 0.297 0.062 -0.166
C 5.4453 -1.4337 -0.3867 0.192 0.061 0.042 -0.031
C 6.4991 -0.6349 -0.0466 -0.053 -0.237 -0.066 -0.080
C 6.2781 0.7155 0.2535 -0.115 0.263 0.056 -0.080
C 5.0148 1.2391 0.2115 0.129 0.096 0.047 -0.029
C 3.9007 0.4444 -0.1338 0.036 -0.307 -0.079 -0.093
N -0.0012 2.5394 -0.2918 0.197 -0.584 -0.173 0.081
H -0.5033 -0.3533 2.6988 0.122 0.081 0.044 0.073
H -2.2569 -0.1241 2.7357 -0.093 0.046 0.076 0.077
H -1.3123 0.4575 1.3620 0.027 0.164 -0.102 0.046
H -1.6070 -2.4693 2.1976 0.058 -0.042 -0.050 0.118
H -0.7233 -1.8931 0.7699 -0.039 -0.082 0.058 0.100
H -3.5076 -3.5437 1.5442 -0.096 -0.006 -0.058 0.112
H -4.3535 -3.0361 0.0807 -0.027 -0.067 0.075 0.114
H -2.9953 -5.0370 -0.3833 -0.003 -0.146 -0.048 0.068
H -1.5355 -4.2375 0.2027 0.118 -0.052 0.014 0.063
H -2.3175 -3.6758 -1.2777 0.046 0.000 -0.130 0.063
H -1.9220 -0.5512 -0.7107 0.061 -0.035 -0.056 0.103
H -3.2346 -1.5369 -1.3521 0.096 -0.004 -0.019 0.119
H -3.7601 0.6286 0.7130 -0.019 0.000 0.036 0.109
H -4.9264 -0.1775 -0.3296 -0.070 -0.050 0.054 0.113
H -4.5206 2.0697 -1.2014 0.048 -0.110 -0.137 0.119
H -3.7787 0.9086 -2.3326 -0.073 0.083 0.024 0.121
H -1.6279 1.4784 -1.2463 -0.027 0.152 0.045 0.104
H -1.0745 5.6070 0.4389 -0.207 0.179 0.031 0.078
H 3.1192 2.8013 0.4230 -0.194 -0.147 -0.070 0.107
H 0.5320 0.4737 -0.5946 0.001 -0.046 -0.003 0.070
H 0.9556 -1.8902 -1.1440 -0.061 -0.059 -0.016 0.099
H 3.2491 -2.7929 -1.0363 0.018 -0.108 -0.029 0.109
H 5.6007 -2.4766 -0.6230 0.018 -0.096 -0.021 0.112
H 7.5020 -1.0328 -0.0084 0.064 -0.062 -0.006 0.103
H 7.1141 1.3456 0.5190 0.036 0.074 0.022 0.104
H 4.8950 2.2877 0.4475 0.053 0.061 0.015 0.099
```
Forces are in eV/Å.

Its lowest unoccupied orbital energy is 0.3087 eV. The SMILES is CCN(CC)CCCNC(=O)c1csc(Nc2cccc3ccccc23)n1. As for the relative energy (zero: lowest compared OMol25 entry of this formula, charge and spin): 0.352 eV. The calculation puts the total energy at -1508.30589 a.u. The total charge is 0.